[1]
Formula: C42H62BNO21
Source: the OMol25 dataset
Level of theory: ωB97M-V/def2-TZVPD

Atoms and positions in Å:
C 7.09965 -2.05617 3.01793
C 5.85024 -1.06790 2.51813
B 4.35511 -1.66642 2.98678
O 3.99538 -1.36884 4.41467
C 3.36695 -2.51165 1.98022
C 4.22007 -3.53694 1.02681
C 3.90872 -5.19592 1.60269
C 3.99966 -5.37126 3.32746
O 5.12648 -5.92037 2.26284
C 2.94544 -1.32859 0.87625
O 3.71295 -0.65916 0.01005
O 1.53685 -0.90704 0.84630
C 0.88911 -1.58454 2.00422
C 1.83943 -2.88964 2.44050
O 1.50188 -3.01899 3.86769
C 0.86149 -4.34837 4.14280
N 0.79815 -5.58692 4.58802
H 8.06564 -1.67587 2.43042
H 6.93960 -3.17568 2.67704
H 7.32403 -1.95562 4.16212
H 5.95281 -0.96644 1.35285
H 5.97660 -0.05681 3.10178
H 3.90087 -2.24237 4.90030
H 3.78785 -3.63988 -0.05759
H 5.38369 -3.42063 1.08498
H 3.03986 -5.86660 0.99508
H 4.44941 -4.50802 3.97660
H 3.79783 -6.45950 3.72258
H -0.27023 -1.77316 1.96639
H 1.16791 -0.83110 2.87868
H 1.34877 -3.73176 1.75141
O 1.77228 -8.24736 -1.75990
C 2.92467 -7.88532 -1.93042
C 4.11666 -8.79008 -2.01260
C 5.26015 -7.82448 -1.82970
C 4.70331 -6.54317 -2.39282
O 3.30412 -6.58708 -2.11694
H 4.13814 -9.26436 -2.99770
H 4.09612 -9.54221 -1.22059
H 6.18465 -8.14349 -2.31824
H 5.46816 -7.70010 -0.75999
H 4.84358 -6.46972 -3.47637
H 5.14538 -5.66259 -1.91766
O 8.52884 0.67160 1.05477
C 9.44829 0.88621 1.82725
C 10.56231 1.86318 1.60217
C 11.57208 1.43573 2.63709
C 10.70531 0.85588 3.72401
O 9.58167 0.29202 3.04928
H 10.19288 2.87552 1.78788
H 10.96408 1.77673 0.58998
H 12.21275 2.25003 2.98582
H 12.21690 0.65288 2.21952
H 10.34656 1.61993 4.42164
H 11.22555 0.07663 4.28858
O -1.94538 -2.70152 2.06372
C -2.98830 -2.35000 2.58997
C -3.16745 -2.04658 4.04668
C -4.66829 -2.06030 4.19059
C -5.13472 -1.63114 2.82414
O -4.15647 -2.13589 1.91638
H -2.74714 -1.05997 4.26059
H -2.69771 -2.81139 4.66942
H -5.03681 -1.41606 4.99327
H -5.00825 -3.08299 4.39441
H -5.17652 -0.54162 2.72234
H -6.11574 -2.04803 2.57832
O -3.77323 -0.18107 -1.56505
C -2.62083 0.18098 -1.73558
C -1.42885 -0.72378 -1.81776
C -0.28536 0.24182 -1.63485
C -0.84220 1.52313 -2.19797
O -2.24139 1.47922 -1.92209
H -1.40736 -1.19806 -2.80285
H -1.44938 -1.47592 -1.02575
H 0.63915 -0.07719 -2.12339
H -0.07735 0.36619 -0.56514
H -0.70193 1.59658 -3.28153
H -0.40013 2.40371 -1.72281
O -6.87644 0.76235 3.00587
C -6.79815 1.74535 2.28770
C -7.81226 2.15633 1.26358
C -7.04269 3.15804 0.44033
C -6.06836 3.72652 1.43854
O -5.78203 2.65597 2.33727
H -8.66573 2.61567 1.76996
H -8.13226 1.30313 0.66103
H -7.67436 3.91877 -0.02596
H -6.49678 2.63710 -0.35568
H -6.49567 4.55735 2.00977
H -5.14414 4.06356 0.96016
O -6.61307 6.39580 -0.26078
C -5.64083 7.04166 0.09390
C -4.24502 6.86556 -0.42268
C -3.43061 7.60764 0.60662
C -4.39155 8.66204 1.09010
O -5.68413 8.06515 0.99656
H -4.16898 7.32660 -1.41135
H -3.97082 5.80896 -0.46554
H -2.49937 8.02240 0.21176
H -3.17668 6.93082 1.43151
H -4.37477 9.55909 0.46226
H -4.19287 8.95083 2.12631
O -5.25632 9.97436 -4.65050
C -5.85405 8.95157 -4.35931
C -7.22018 8.57465 -4.84696
C -7.60186 7.46883 -3.89570
C -6.26761 6.87324 -3.52971
O -5.34588 7.96169 -3.56805
H -7.14572 8.21712 -5.87771
H -7.91015 9.41883 -4.77834
H -8.29468 6.74096 -4.32623
H -8.07362 7.89847 -3.00358
H -5.94074 6.11326 -4.24718
H -6.27790 6.43387 -2.52798
O 0.14368 -0.63520 -6.50006
C -0.45405 -1.65800 -6.20888
C -1.82018 -2.03492 -6.69652
C -2.20186 -3.14073 -5.74526
C -0.86761 -3.73633 -5.37928
O 0.05412 -2.64788 -5.41762
H -1.74572 -2.39245 -7.72727
H -2.51015 -1.19074 -6.62791
H -2.89468 -3.86860 -6.17580
H -2.67362 -2.71110 -4.85314
H -0.54074 -4.49630 -6.09675
H -0.87790 -4.17569 -4.37754

**E**: -89714.58950 eV
**SMILES**: CCB(O)[C@]1(C[C@@H]2CO2)C(=O)OC[C@@H]1OC#N.O=C1CCCO1.O=C1CCCO1.O=C1CCCO1.O=C1CCCO1.O=C1CCCO1.O=C1CCCO1.O=C1CCCO1.O=C1CCCO1
**Charge**: 0
**Orbital gap**: 9.682 eV

---

[2]
Formula: C72H146F15N7O12
Source: the OMol25 dataset
Level of theory: ωB97M-V/def2-TZVPD

Atoms and positions in Å:
C 0.87944 6.11629 -2.69157
C 0.97413 4.71430 -2.12694
O 0.26428 3.84673 -2.62515
N 1.80593 4.53142 -1.09126
H 2.36799 5.34724 -0.91887
H 0.93755 4.85881 4.01410
C 1.94644 3.21225 -0.51087
H 1.71264 6.58316 -3.12984
H 0.50611 6.87063 -1.99613
H 0.14555 6.06759 -3.51878
H 1.21276 2.45750 -0.81899
H 1.83419 3.24628 0.56556
H 2.97542 2.75240 -0.70140
C -4.38682 8.53181 9.09942
C -3.02837 7.70587 9.16350
C -2.91662 6.66963 10.30205
N -2.96140 5.27839 9.83901
C -1.68449 5.02320 9.12344
C -4.01578 4.98650 8.75815
C -3.93889 3.44682 8.67354
C -3.74590 3.05994 10.18881
C -3.20152 4.27147 10.88525
H -4.29561 9.13730 8.19031
H -4.47536 9.16538 10.00177
H -5.31255 7.97590 9.10542
H -2.29309 8.46477 9.12840
H -2.96331 7.34071 8.16095
H -3.80624 6.88806 10.88052
H -2.03944 6.79510 10.95508
H -1.57337 5.84162 8.44019
H -1.60384 4.06572 8.63160
H -0.87189 4.98772 9.88091
H -3.71343 5.46019 7.82316
H -4.97575 5.31304 9.13539
H -3.15354 3.08744 8.03747
H -4.95091 3.16895 8.37395
H -3.01908 2.28868 10.40846
H -4.72497 2.83740 10.60916
H -2.24122 4.16150 11.42176
H -3.71688 4.79204 11.62858
C 0.02277 -0.13427 -0.37952
C -1.15640 0.86927 -0.51882
C -1.55383 1.26330 0.88313
N -2.81195 2.11652 1.08114
C -2.88913 2.34969 2.55240
C -2.69897 3.39810 0.25343
C -4.10528 3.51940 -0.42714
C -5.03683 2.46309 0.19723
C -4.04562 1.39623 0.55121
H 0.29867 -0.39263 -1.42559
H -0.36853 -1.03437 0.10606
H 0.86415 0.37847 0.15982
H -1.86422 0.34307 -1.17038
H -0.83767 1.65851 -1.20407
H -0.65953 1.83742 1.41550
H -1.78921 0.32030 1.43764
H -3.10264 1.42827 3.07685
H -3.68196 3.09862 2.79814
H -1.94145 2.86042 2.83103
H -2.39993 4.27195 0.84540
H -1.98419 3.25990 -0.52890
H -4.59797 4.44886 -0.32861
H -3.94689 3.36832 -1.47351
H -5.51384 2.86384 1.10752
H -5.74129 2.05226 -0.51317
H -4.41306 0.66707 1.36470
H -3.82166 0.69928 -0.24491
C -2.95255 -7.69146 -3.53450
C -2.01692 -7.07482 -4.63574
C -0.51918 -7.50926 -4.46875
N 0.43593 -6.36267 -4.59463
C 0.26775 -5.15529 -3.71042
C 0.41622 -6.04018 -6.06986
C 1.49709 -7.01605 -6.72156
C 2.17366 -7.73363 -5.56925
C 1.79998 -6.88357 -4.37727
H -3.73835 -6.96784 -3.27174
H -2.47469 -8.00275 -2.56421
H -3.43902 -8.52407 -4.02787
H -1.99333 -5.96290 -4.61589
H -2.34843 -7.17294 -5.73831
H -0.21612 -8.25097 -5.19318
H -0.33375 -7.90619 -3.46453
H -0.65849 -4.65124 -4.00564
H 1.15938 -4.48384 -3.76160
H 0.13459 -5.59630 -2.70786
H 0.70723 -4.99111 -6.14842
H -0.58314 -6.18726 -6.49297
H 2.28600 -6.46635 -7.18832
H 0.92236 -7.66003 -7.39328
H 3.25229 -7.71473 -5.76125
H 1.83582 -8.76990 -5.38523
H 2.45010 -6.06043 -4.23323
H 1.74114 -7.43892 -3.46695
C 1.72825 -7.42806 5.67102
C 1.74815 -6.03076 5.20813
C 0.64900 -5.84489 4.19760
N 0.40972 -4.33712 3.74262
C -0.25496 -3.59811 4.80880
C -0.55379 -4.33301 2.61870
C 0.27419 -3.79254 1.44096
C 1.25632 -2.81653 2.07509
C 1.65955 -3.65284 3.27213
H 1.93248 -8.15833 4.86489
H 0.74597 -7.61964 6.06311
H 2.54304 -7.64169 6.38040
H 2.74341 -5.77511 4.86933
H 1.55970 -5.40698 6.06879
H -0.32463 -6.15144 4.45387
H 0.92033 -6.35178 3.28492
H 0.42605 -3.36819 5.58469
H -0.97812 -4.21476 5.30172
H -0.66676 -2.69088 4.43439
H -1.25877 -3.49200 2.86919
H -1.02358 -5.28561 2.51631
H -0.39849 -3.25065 0.80593
H 0.84692 -4.58428 0.97432
H 0.68983 -1.91465 2.45838
H 2.02184 -2.61194 1.41538
H 2.12129 -3.12966 4.14696
H 2.33902 -4.52773 3.07803
C 4.02772 -0.10009 -4.38662
C 5.07970 -0.25259 -5.50708
C 6.48263 0.04304 -4.93270
N 7.62134 -0.90112 -5.35424
C 7.67559 -1.11281 -6.83006
C 8.95278 -0.42560 -4.84660
C 9.63006 -1.69105 -4.44232
C 8.53481 -2.31031 -3.59823
C 7.38097 -2.26400 -4.59629
H 4.42357 -0.34314 -3.40095
H 3.20340 -0.72092 -4.49359
H 3.77545 0.98303 -4.43465
H 4.77827 0.39398 -6.26460
H 5.06891 -1.23691 -5.94342
H 6.48852 -0.11542 -3.88013
H 6.86620 1.09877 -5.06955
H 6.77079 -1.61676 -7.18967
H 8.54159 -1.71733 -7.06574
H 7.88419 -0.20183 -7.39556
H 9.36120 0.25454 -5.60676
H 8.83552 0.21230 -3.96422
H 9.78419 -2.20999 -5.36246
H 10.61000 -1.60530 -3.94856
H 8.83661 -3.30495 -3.28336
H 8.43558 -1.54365 -2.76912
H 7.51804 -2.96654 -5.38769
H 6.35583 -2.41864 -4.31722
C -2.78421 1.57058 -3.33554
C -3.64791 1.65672 -4.58875
C -3.91232 3.14415 -5.07125
C -2.54253 3.91703 -5.19324
C -1.65245 3.23270 -6.28896
C -1.39238 1.66932 -6.13083
N -2.70643 1.09998 -5.72390
O -3.15607 0.13426 -6.32115
C -0.42327 1.38591 -5.02165
C -0.94468 0.99481 -7.51765
C -4.94677 0.83637 -4.55779
H -3.51716 1.58092 -2.52220
H -2.18476 2.47031 -3.22760
H -2.27816 0.61569 -3.27701
H -4.58004 3.64496 -4.33021
H -4.30588 3.06834 -6.13414
H -1.97237 3.98477 -4.25255
H -2.79821 4.94769 -5.56844
H -0.63491 3.67330 -6.35541
H -2.07578 3.31165 -7.32171
H 0.54802 1.48715 -5.51209
H -0.49941 0.33029 -4.71031
H -0.38748 2.14543 -4.27984
H -0.42303 0.07314 -7.23280
H -0.31422 1.73139 -8.09086
H -1.73785 0.55403 -8.15500
H -5.32122 0.94070 -3.58195
H -4.63387 -0.19848 -4.60151
H -5.57717 1.04557 -5.37248
C 2.41085 3.65965 3.80130
O 2.82850 2.95754 2.65445
O 1.47830 4.59475 3.39820
C 1.76900 2.67462 4.78251
F 1.46674 3.21979 5.94555
F 0.66396 2.15470 4.26019
F 2.52350 1.58956 5.08678
C 4.22888 2.78041 2.56272
C 4.54271 1.44888 1.99652
H 4.66281 1.29587 0.92919
H 5.53760 1.15592 2.39803
H 3.87494 0.64386 2.34868
H 4.58499 2.79757 3.61559
H 4.67078 3.57904 1.97207
H 3.27592 4.15785 4.25737
C 4.29691 -4.48540 -4.03088
O 5.39452 -3.82371 -3.24691
O 3.25052 -3.75333 -4.03008
C 4.76951 -4.71911 -5.49054
F 5.36760 -3.64719 -6.04350
F 5.57114 -5.78718 -5.60255
F 3.70065 -5.08670 -6.19548
C 5.02322 -3.60358 -1.89793
C 6.20267 -3.24896 -1.04218
H 6.98743 -3.93932 -1.17871
H 6.58484 -2.32969 -1.51090
H 5.98421 -3.04363 0.00286
H 4.60177 -4.56074 -1.48499
H 4.31663 -2.80067 -1.85740
H 4.31644 -5.61942 -3.67085
C -1.77990 6.39676 5.59350
O -1.77864 7.05928 4.33895
O -2.66260 6.81354 6.50264
C -2.03334 4.94924 5.07545
F -0.82041 4.46828 4.62034
F -2.31725 4.08121 6.04141
F -2.87522 4.76557 4.10027
C -1.44057 8.47213 4.54651
C 0.01835 8.78240 4.14706
H 0.19452 8.67426 3.05735
H 0.06770 9.82032 4.35130
H 0.69060 8.13381 4.73270
H -1.69207 8.78873 5.58180
H -2.16583 9.04832 3.93105
H -0.77125 6.45148 6.08577
C -3.15974 -1.54367 2.51204
O -3.79598 -0.52101 3.37800
O -1.88059 -1.75186 2.84856
C -4.07047 -2.78673 2.58433
F -3.80895 -3.65741 1.52513
F -4.02763 -3.42505 3.69967
F -5.37797 -2.43501 2.45143
C -3.52813 -0.67222 4.75106
C -3.89214 0.58717 5.52430
H -3.11642 1.36005 5.32396
H -4.88729 0.95886 5.22468
H -4.15955 0.29058 6.53001
H -2.43885 -0.77808 4.88091
H -4.08210 -1.53806 5.15429
H -3.37459 -1.04727 1.52753
C -2.90819 -2.46804 -3.90764
O -4.01473 -2.71515 -4.81879
O -2.12448 -1.46500 -4.18890
C -3.63032 -2.28947 -2.54641
F -4.48809 -3.28282 -2.26802
F -2.75313 -2.24112 -1.51237
F -4.31504 -1.14015 -2.45393
C -3.98811 -3.77005 -5.78566
C -3.14660 -3.53215 -7.04707
H -2.27690 -4.22816 -6.97827
H -3.71141 -3.66053 -7.94376
H -2.74570 -2.56496 -7.00929
H -5.00717 -3.89350 -6.22344
H -3.75044 -4.72654 -5.35889
H -2.31914 -3.44158 -4.00641

**E**: -152770.94000 eV
**Charge**: +2
**Orbital gap**: 5.373 eV

---

[3]
Formula: C5H13NO6S
Source: the OMol25 dataset
Level of theory: ωB97M-V/def2-TZVPD

Atoms and positions in Å:
C 2.03155 -0.82835 -0.30780
C 0.69803 -1.02944 -1.05893
C -0.11351 0.07190 -0.45227
N -0.49754 1.03892 -1.23832
C -0.60336 1.11632 -2.66697
S 0.26265 1.08107 1.46697
O 0.91110 2.14412 0.60435
O -1.36560 1.33969 1.31345
O 0.34545 1.92311 2.95947
H 2.83168 -1.66152 -0.55226
H 2.41777 0.23993 -0.65352
H 1.86635 -0.74315 0.68081
H 0.17296 -1.96437 -0.79897
H 0.82747 -1.03515 -2.15653
H -1.01228 1.82429 -0.90844
H -1.64523 1.29290 -3.13562
H 0.15485 1.88854 -3.01385
H -0.23503 0.18170 -3.02205
H -1.36029 1.97444 2.04032
H 1.21792 2.32151 2.81568
O -0.23104 -1.36971 2.22911
C -1.05724 -1.77647 1.42723
O -1.10061 -3.08621 1.04383
O -2.10519 -1.21833 0.89726
H -0.27606 -3.58819 1.41846
H -2.13482 -0.13754 1.06858

**E**: -30002.32498 eV
**SMILES**: CCC(NC)=S(=O)(O)O.O=C(O)O
**Charge**: 0
**Orbital gap**: 8.696 eV

---

[4]
Formula: C25H44N2O15
Source: the OMol25 dataset
Level of theory: ωB97M-V/def2-TZVPD

Atoms and positions in Å:
C -8.30200 -0.88400 -13.20000
C -9.68000 -0.79100 -13.81500
C -9.98100 -1.70700 -15.01300
O -11.15900 -2.36200 -14.63200
C -11.53700 -1.96200 -13.49500
O -12.54700 -2.29400 -12.89500
O -10.69600 -1.13800 -12.88200
H -8.16400 -0.35400 -12.23200
H -7.54400 -0.54900 -13.89600
H -7.98900 -1.95100 -13.05900
H -9.90100 0.18700 -14.17300
H -9.15800 -2.37500 -15.26900
H -10.12400 -1.13500 -15.94500
C -13.25500 -5.37300 -12.42900
C -14.18600 -6.38900 -13.01200
C -14.89000 -5.89300 -14.26800
O -14.46700 -6.83400 -15.27100
C -13.62700 -7.71700 -14.79000
O -13.12000 -8.68800 -15.40500
O -13.54900 -7.58400 -13.50100
H -13.79400 -4.46700 -12.25000
H -12.42100 -5.09600 -13.03200
H -12.91500 -5.68000 -11.46200
H -14.92500 -6.58000 -12.29300
H -14.70500 -4.88200 -14.50300
H -15.99300 -5.96500 -14.18900
C -9.67000 0.16500 -18.64000
O -9.22500 1.45600 -18.54700
C -8.63100 1.90900 -17.36800
O -8.60700 1.13600 -16.21500
O -8.04100 3.15000 -17.47500
C -7.71000 3.82100 -16.30200
H -10.30700 0.11300 -19.55100
H -10.27800 -0.10100 -17.79800
H -8.85100 -0.59400 -18.61200
H -7.79000 4.92300 -16.40000
H -6.67300 3.55400 -16.08300
H -8.37600 3.57900 -15.48000
C -6.57100 -5.07900 -13.67200
O -6.23200 -3.77500 -14.05500
C -6.53900 -3.34000 -15.23500
O -7.33800 -4.05600 -16.15600
O -6.06000 -2.16900 -15.47000
C -6.43500 -1.55300 -16.64500
H -6.85000 -5.73700 -14.54200
H -7.47300 -4.84600 -13.13800
H -5.83200 -5.62000 -13.05700
H -5.81600 -0.68800 -16.85400
H -7.47800 -1.24300 -16.69000
H -6.28500 -2.35100 -17.44300
C -12.36100 -4.47800 -16.91000
O -11.51700 -5.12600 -17.83100
C -10.47200 -4.49700 -18.31800
O -10.21900 -3.14000 -18.04900
O -9.59000 -5.18600 -19.08000
C -8.40300 -4.54900 -19.52900
H -13.37600 -4.21500 -17.30400
H -11.87400 -3.70200 -16.41600
H -12.55200 -5.28000 -16.21800
H -8.57100 -3.58600 -19.99600
H -7.80900 -5.21100 -20.12100
H -7.83300 -4.30500 -18.67800
C -6.88100 -8.21100 -19.38800
C -5.84600 -7.20100 -18.87400
C -6.20600 -6.69300 -17.50100
C -6.30000 -7.69200 -16.43500
N -6.37500 -8.47500 -15.56700
H -6.62100 -8.54100 -20.40900
H -7.82800 -7.76100 -19.42400
H -6.90800 -9.07200 -18.71200
H -5.74000 -6.36200 -19.56400
H -4.90600 -7.70700 -18.83000
H -7.15200 -6.09800 -17.48700
H -5.39200 -5.99600 -17.22300
C -9.93400 -6.07500 -14.55300
C -9.73800 -7.54400 -15.02900
C -9.97000 -7.69100 -16.55100
C -9.85900 -9.10500 -17.03000
N -9.79600 -10.19500 -17.39200
H -9.47000 -5.69900 -13.69600
H -10.97000 -5.94800 -14.28400
H -9.71700 -5.40400 -15.34500
H -10.32300 -8.34800 -14.57700
H -8.67800 -7.80600 -14.80300
H -9.35400 -6.91400 -17.09400
H -11.05700 -7.50000 -16.78700

**E**: -60326.32213 eV
**SMILES**: C[C@H]1COC(=O)O1.C[C@H]1COC(=O)O1.COC(=O)OC.COC(=O)OC.COC(=O)OC.CCCC#N.CCCC#N
**Charge**: 0
**Orbital gap**: 10.682 eV